{"formula": "C24H53IrN11", "method": "ωB97M-V with the def2-TZVPD basis set", "charge": 4, "total_energy_ha": -1651.35460, "max_force_ev_per_a": 0.45, "e_lumo_ev": [-9.062, -13.755], "orbital_gap_ha": [0.329, 0.197], "e_above_lowest_kcal_mol": 0.00, "spin_multiplicity": 6, "s_squared": 8.779, "symbols": ["Ir", "C", "N", "C", "C", "N", "C", "C", "N", "C", "C", "N", "C", "N", "C", "C", "N", "C", "C", "C", "C", "N", "C", "N", "C", "C", "N", "C", "C", "N", "C", "C", "H", "H", "H", "H", "H", "H", "H", "H", "H", "H", "H", "H", "H", "H", "H", "H", "H", "H", "H", "H", "H", "H", "H", "H", "H", "H", "H", "H", "H", "H", "H", "H", "H", "H", "H", "H", "H", "H", "H", "H", "H", "H", "H", "H", "H", "H", "H", "H", "C", "C", "C", "N", "H", "H", "H", "H", "H"], "positions_angstrom": [[0.04817, 0.24318, 0.11331], [-2.31097, -4.28459, 2.10792], [-2.05703, -4.07063, 0.70683], [-1.97507, -5.18572, -0.19873], [-1.92203, -2.69996, 0.16800], [-0.83244, -2.04115, 0.35473], [0.33335, -2.65847, 0.99227], [0.68815, -1.89408, 2.25272], [0.95657, -0.44028, 2.02230], [0.28012, 0.35085, 3.10709], [-1.17635, 0.57001, 2.77064], [-1.21472, 1.21138, 1.45729], [-1.94788, 2.34786, 1.29939], [-3.14864, 2.46169, 1.86998], [-3.70662, 3.74375, 2.32533], [-3.97542, 1.29778, 2.18059], [-1.46974, 3.34240, 0.53181], [-2.34640, 4.27814, -0.17742], [-0.05131, 3.70252, 0.52486], [2.41990, -0.16056, 2.16267], [3.32313, -0.74925, 1.08743], [3.09116, -0.09100, -0.16708], [4.15865, 0.03959, -1.05169], [4.08099, 1.06554, -1.89927], [4.83070, 1.11006, -3.15972], [3.34310, 2.28790, -1.58195], [5.20607, -0.79114, -1.04557], [5.07629, -2.23430, -0.82128], [6.58727, -0.33994, -1.28957], [-2.98814, -2.32285, -0.52516], [-2.90323, -1.13413, -1.36863], [-4.31088, -2.96336, -0.45026], [-3.27779, -4.79057, 2.22818], [-2.30779, -3.34222, 2.64686], [-1.56195, -4.97372, 2.51496], [-1.24593, -5.91041, 0.18139], [-1.71872, -4.85337, -1.20003], [-2.94100, -5.71075, -0.21226], [1.15940, -2.64263, 0.27742], [0.18577, -3.70565, 1.26623], [1.55339, -2.35454, 2.73568], [-0.14544, -1.97611, 2.95037], [0.76961, 1.32187, 3.17027], [0.40502, -0.15145, 4.06995], [-1.61637, 1.20011, 3.54589], [-1.72601, -0.37782, 2.76659], [-2.93687, 4.50861, 2.34743], [-4.07741, 3.60640, 3.34050], [-4.53691, 4.06819, 1.69922], [-3.61699, 0.42921, 1.63200], [-4.99922, 1.51332, 1.87633], [-3.98043, 1.08481, 3.25052], [-3.34724, 3.86433, -0.25705], [-1.94724, 4.42073, -1.18128], [-2.39391, 5.25214, 0.30925], [0.17086, 4.42427, 1.31364], [0.18785, 4.16242, -0.43212], [0.57851, 2.82490, 0.66668], [2.74562, -0.53400, 3.13807], [2.55484, 0.92070, 2.16500], [3.14707, -1.82865, 0.98428], [4.36596, -0.65344, 1.40828], [5.08934, 0.10584, -3.47724], [5.72948, 1.72079, -3.07950], [4.17999, 1.56095, -3.90663], [4.03338, 3.05510, -1.22649], [2.60171, 2.09009, -0.81396], [2.86268, 2.64849, -2.48843], [4.04403, -2.55513, -0.93671], [5.46313, -2.52322, 0.15607], [5.66403, -2.74797, -1.58159], [6.66734, 0.73421, -1.15185], [6.95236, -0.62252, -2.27568], [7.21734, -0.82421, -0.54399], [-1.92688, -1.09827, -1.84262], [-3.06119, -0.22226, -0.78858], [-3.67259, -1.20809, -2.13427], [-4.38911, -3.64413, 0.39360], [-4.52546, -3.50054, -1.37378], [-5.06536, -2.19113, -0.31131], [-2.40303, 1.89314, -4.45202], [-0.89443, 1.76245, -4.19875], [-0.58892, 1.28826, -2.85146], [-0.36273, 0.91412, -1.78982], [-2.55429, 2.26850, -5.46129], [-2.86389, 2.59338, -3.75743], [-2.90078, 0.92795, -4.37488], [-0.39162, 2.72361, -4.32977], [-0.43793, 1.06270, -4.90270]], "atomic_forces_ev_per_a": [[0.1, 0.0, 0.2], [0.0, -0.1, 0.1], [0.0, 0.2, -0.1], [-0.1, -0.1, -0.1], [0.0, -0.2, 0.1], [0.1, 0.1, 0.1], [0.0, 0.0, -0.1], [0.0, 0.0, 0.1], [0.1, 0.0, 0.1], [0.0, 0.0, 0.1], [-0.1, 0.1, 0.0], [0.0, 0.0, -0.1], [0.0, 0.0, -0.1], [-0.1, 0.0, 0.1], [0.0, 0.0, 0.0], [0.0, 0.0, 0.0], [0.1, 0.0, 0.0], [0.0, 0.0, 0.0], [-0.1, 0.0, 0.0], [0.0, 0.0, -0.1], [0.0, -0.1, 0.0], [0.1, 0.0, -0.4], [0.0, -0.1, 0.4], [0.0, 0.1, -0.1], [0.1, 0.0, 0.0], [-0.1, 0.0, 0.0], [0.0, 0.1, -0.1], [0.0, -0.1, 0.0], [0.0, 0.0, 0.0], [0.0, 0.1, 0.0], [0.0, 0.0, 0.0], [0.0, 0.0, 0.0], [0.0, 0.0, 0.0], [0.0, 0.0, 0.0], [0.0, 0.0, 0.0], [0.0, 0.0, 0.0], [0.0, 0.0, 0.0], [0.0, 0.0, 0.0], [0.0, 0.0, 0.0], [0.0, 0.0, 0.0], [0.0, 0.0, 0.0], [0.0, 0.0, 0.0], [0.0, 0.0, 0.0], [0.0, 0.0, 0.0], [0.0, 0.0, 0.0], [0.0, 0.0, 0.0], [0.0, 0.0, 0.0], [0.0, 0.0, 0.0], [0.0, 0.0, 0.0], [0.0, 0.0, 0.0], [0.0, 0.0, 0.0], [0.0, 0.0, 0.0], [0.0, 0.0, 0.0], [0.0, 0.0, 0.0], [0.0, 0.0, 0.0], [0.0, 0.0, 0.0], [0.0, 0.0, 0.0], [0.0, 0.0, 0.0], [0.0, 0.0, 0.0], [0.0, 0.0, 0.0], [0.0, 0.0, 0.0], [0.0, 0.0, 0.0], [0.0, 0.0, 0.0], [0.0, 0.0, 0.0], [0.0, 0.0, 0.0], [0.0, 0.0, 0.0], [0.0, 0.0, 0.0], [0.0, 0.0, 0.0], [0.0, 0.0, 0.0], [0.0, 0.0, 0.0], [0.0, 0.0, 0.0], [0.0, 0.0, 0.0], [0.0, 0.0, 0.0], [0.0, 0.0, 0.0], [0.0, 0.0, 0.0], [0.0, 0.0, 0.0], [0.0, 0.0, 0.0], [0.0, 0.0, 0.0], [0.0, 0.0, 0.0], [0.0, 0.0, 0.0], [0.0, 0.0, 0.0], [0.0, 0.0, 0.0], [0.0, 0.1, 0.0], [-0.1, 0.0, -0.1], [0.0, 0.0, 0.0], [0.0, 0.0, 0.0], [0.0, 0.0, 0.0], [0.0, 0.0, 0.0], [0.0, 0.0, 0.0]]}

{"formula": "C3H10N2O2", "method": "ωB97M-V with the def2-TZVPD basis set", "smiles": "C[C@H](N)C(N)=O.O", "total_energy_ha": -380.30661, "max_force_ev_per_a": 1.09, "e_lumo_ev": 0.976, "orbital_gap_ha": 0.385, "e_above_lowest_kcal_mol": 18.86, "symbols": ["C", "C", "N", "C", "N", "O", "H", "H", "H", "H", "H", "H", "H", "H", "O", "H", "H"], "positions_angstrom": [[1.07827, 1.35068, -1.02001], [0.77124, 0.74697, 0.33071], [1.93690, 0.83490, 1.20648], [0.46450, -0.71956, 0.08866], [1.58694, -1.50088, -0.09676], [-0.66496, -1.13365, -0.01915], [1.97443, 0.88968, -1.46144], [0.26862, 1.23167, -1.73209], [1.37718, 2.39040, -0.90334], [-0.14273, 1.18846, 0.73116], [1.85678, 0.06777, 1.87357], [1.85738, 1.69127, 1.74271], [1.58763, -2.28474, -0.72401], [2.49603, -1.08584, 0.05859], [-4.27274, 0.17467, -0.46903], [-4.69912, 0.17684, -1.33306], [-5.02642, 0.04502, 0.11780]], "atomic_forces_ev_per_a": [[1.0, 0.2, -0.5], [-0.2, -0.6, -0.2], [-0.2, 0.0, 0.5], [0.1, -0.3, -0.5], [0.4, 0.2, 0.2], [-0.1, -0.2, -0.1], [-0.3, -0.2, 0.2], [-0.2, 0.2, 0.0], [-0.4, 0.3, 0.0], [0.0, 0.0, 0.2], [0.2, 0.4, 0.2], [0.3, 0.0, 0.0], [-0.5, -0.2, 0.2], [-0.2, 0.2, -0.2], [-0.4, 0.0, -0.1], [0.2, 0.0, -0.1], [0.2, 0.0, 0.2]]}

{"formula": "H29O15", "method": "ωB97M-V with the def2-TZVPD basis set", "charge": -1, "total_energy_ha": -1146.00127, "max_force_ev_per_a": 2.67, "e_lumo_ev": 2.333, "orbital_gap_ha": 0.323, "e_above_lowest_kcal_mol": 44.68, "symbols": ["O", "H", "H", "O", "H", "H", "O", "H", "H", "O", "H", "H", "O", "H", "H", "O", "H", "H", "O", "H", "H", "O", "H", "H", "O", "H", "H", "O", "H", "O", "H", "H", "O", "H", "H", "O", "H", "H", "O", "H", "H", "O", "H", "H"], "positions_angstrom": [[3.05288, 2.62800, -1.70148], [2.60863, 1.90343, -2.13102], [3.45861, -3.21426, -2.52089], [2.35046, 0.96236, 0.31900], [1.73905, 0.11783, 0.45968], [1.92135, 1.53827, -0.31007], [3.00540, -2.36649, -2.42430], [1.20998, 2.06612, 2.82870], [0.08317, -0.39566, -0.06605], [-3.55592, -2.53082, 0.51879], [0.76203, -0.62403, 4.43923], [-3.65975, -3.44693, 0.24311], [2.82534, 0.19444, 3.46672], [2.85755, -0.68554, 3.06060], [-4.00230, 3.08081, 2.31073], [-0.37713, 2.57358, -2.18595], [-3.49658, 1.81768, -0.01628], [-0.36349, 2.69719, -1.23045], [1.22970, 2.74671, 2.12339], [2.42810, 0.91992, 2.98998], [1.26744, 2.34045, 1.24330], [-1.11104, -2.57679, 1.21319], [-1.65053, -2.23620, 1.92272], [2.94328, 3.45423, -2.18381], [-0.16427, -0.73623, 4.18791], [-0.19164, -0.83305, 3.22969], [2.32352, -2.66075, -1.77379], [-3.85318, 2.17963, -0.85366], [-2.54683, -2.63326, 0.78767], [-0.41182, -4.38513, -1.92712], [-0.96147, -3.62646, -2.14767], [-4.79799, 2.29211, -0.77974], [-3.98451, -0.20996, -3.81533], [-4.60126, 0.10925, -3.14424], [-3.24872, -0.71015, -3.41873], [-3.23294, 3.03776, 1.69300], [-2.45511, 3.04660, 2.24692], [-0.29599, -1.62158, 1.00145], [0.24707, -0.59154, 0.86029], [-1.29797, 2.14282, -2.33167], [-0.06652, -3.90630, -1.11237], [4.94271, -0.64395, -1.97635], [4.10399, -1.13297, -1.88845], [4.96669, -0.08115, -1.20663]], "atomic_forces_ev_per_a": [[0.5, 0.7, 0.7], [-0.2, 0.0, -0.7], [0.4, 0.2, -0.4], [-0.7, -2.3, 0.5], [0.8, 2.1, 0.0], [0.0, 0.0, -0.5], [-1.2, -1.3, 1.0], [-0.4, 0.5, -1.2], [-0.4, 0.1, -0.1], [1.1, -0.7, 0.2], [-0.1, 0.0, -0.4], [-0.6, 0.0, -0.2], [0.6, -0.6, 1.7], [-0.5, 1.1, -0.6], [1.1, -0.1, -0.7], [-2.3, -1.2, -0.3], [-0.7, 0.5, -0.5], [0.0, 0.1, 0.0], [-0.3, 0.4, 0.9], [0.2, -0.7, -1.2], [0.3, -0.7, 0.9], [0.8, -0.2, -0.2], [0.3, 0.2, 0.9], [-0.3, -0.5, -0.3], [-0.1, 0.0, 0.4], [0.3, 0.1, -0.2], [0.4, 0.8, -0.6], [0.8, -0.5, -0.3], [-1.1, 0.7, -0.9], [0.7, 1.8, 1.8], [-0.7, -0.2, -0.9], [-0.2, -0.1, 0.4], [0.2, -0.2, -0.4], [0.6, -0.3, 0.2], [-0.9, 0.5, 0.2], [-1.3, 0.1, 0.6], [0.4, -0.1, 0.3], [-0.6, 0.2, 0.1], [0.5, -0.5, -0.2], [2.2, 1.1, 0.3], [-0.2, -1.6, -0.7], [0.0, -0.1, -0.1], [0.4, 0.1, -0.2], [0.0, 0.4, 0.3]]}

{"formula": "C3H4N2O", "method": "ωB97M-V with the def2-TZVPD basis set", "smiles": "Oc1c[nH]cn1", "total_energy_ha": -301.39520, "max_force_ev_per_a": 1.92, "e_lumo_ev": 0.862, "orbital_gap_ha": 0.351, "e_above_lowest_kcal_mol": 57.75, "symbols": ["O", "C", "C", "N", "C", "N", "H", "H", "H", "H"], "positions_angstrom": [[-0.03678, 0.59838, -2.11580], [-0.05499, 0.17558, -0.85256], [1.01257, -0.57163, -0.31310], [0.47533, -0.78850, 0.98996], [-0.69567, -0.15389, 1.10909], [-1.05035, 0.49730, 0.01325], [-0.71191, 1.28272, -2.20320], [1.44415, 0.49412, -0.33962], [0.90148, -1.37562, 1.69263], [-1.28383, -0.15846, 2.01935]], "atomic_forces_ev_per_a": [[-0.2, 0.3, 0.2], [-0.7, -0.3, -0.2], [-0.3, 0.9, -0.1], [0.0, 0.4, 0.3], [0.0, -0.1, 0.1], [-0.2, -0.4, -0.1], [-0.1, 0.0, -0.1], [1.6, -1.0, 0.2], [-0.1, 0.3, -0.1], [0.0, -0.1, -0.1]]}